# 1
The following is a DFT calculation (ωB97M-V/def2-TZVPD) of a cluster of 2 separate species, C8H17N2 in total in a non-equilibrium geometry.

Properties
orbital gap	8.97	eV
net charge	+1
molecular weight	141.2	g mol⁻¹
relative energy (zero: lowest compared OMol25 entry of this formula, charge and spin)	113.8	kcal per mole

Each atom is followed by the atoms it is bonded to, with distances in Å.
Atoms and positions in Å:
1 C -1.650 1.300 1.406  C2 1.442, C3 1.460, H11 0.964
2 C -2.580 2.043 0.592  C1 1.442, C3 1.407, H12 1.066
3 C -2.500 0.649 0.414  C1 1.460, C2 1.407, N10 1.322
4 C 3.559 -0.628 -1.229  C7 1.490, H13 1.092, H14 1.192, H15 1.082
5 C 0.667 -1.184 0.713  C8 1.556, H16 1.057, H17 1.148, H18 1.112
6 C -3.935 -0.619 -1.183  N10 1.479, H19 1.058, H20 1.062, H21 1.088
7 C 2.952 -0.079 0.016  C4 1.490, C8 1.553, H22 1.116, H23 0.994
8 C 1.402 0.011 0.041  C5 1.556, C7 1.553, N9 1.408, H24 1.116
9 N 0.953 1.136 0.760  C8 1.408, H25 1.066, H26 1.083
10 N -2.933 -0.488 -0.104  C3 1.322, C6 1.479, H27 0.998
11 H -0.942 1.199 2.054  C1 0.964
12 H -3.050 2.981 0.404  C2 1.066
13 H 3.675 0.160 -1.977  C4 1.092
14 H 4.717 -0.846 -1.048  C4 1.192
15 H 3.030 -1.467 -1.663  C4 1.082
16 H 0.513 -2.052 0.131  C5 1.057
17 H 1.243 -1.543 1.639  C5 1.148
18 H -0.170 -0.705 1.266  C5 1.112
19 H -4.219 0.335 -1.541  C6 1.058
20 H -3.658 -1.309 -1.942  C6 1.062
21 H -4.802 -1.193 -0.860  C6 1.088
22 H 3.405 -0.644 0.865  C7 1.116
23 H 3.236 0.874 0.024  C7 0.994
24 H 0.989 0.135 -0.988  C8 1.116
25 H 1.188 2.021 0.215  N9 1.066
26 H 1.464 1.241 1.709  N9 1.083
27 H -2.553 -1.326 0.284  N10 0.998

***

# 2
The following is a DFT calculation (ωB97M-V/def2-TZVPD) of the molecule C8H17N2P in a non-equilibrium geometry.

Properties
orbital gap	9.93	eV
SMILES string	CC[C@H](C(C)C)[C@](N)(P)C#N
molecular weight	172.2	g mol⁻¹
relative energy (zero: lowest compared OMol25 entry of this formula, charge and spin)	27.4	kcal per mole

Each atom is followed by the atoms it is bonded to, with distances in Å.
Atoms and positions in Å:
1 C -1.654 -1.532 1.506  C2 1.530, H12 1.083, H13 1.028, H14 1.059
2 C -0.300 -0.842 1.331  C1 1.530, C3 1.509, H15 1.134, H16 1.091
3 C -0.289 0.178 0.219  C2 1.509, C4 1.539, C7 1.871, H17 1.014
4 C -0.126 -0.395 -1.200  C3 1.539, C5 1.551, C6 1.572, H18 1.120
5 C 0.375 -1.852 -1.383  C4 1.551, H19 1.057, H20 1.113, H21 1.018
6 C -1.483 -0.150 -1.954  C4 1.572, H22 1.075, H23 1.106, H24 1.074
7 C 1.167 1.315 0.515  C3 1.871, N8 1.420, P9 1.913, C10 1.450
8 N 1.249 1.649 1.893  C7 1.420, H25 1.061, H26 1.017
9 P 0.810 2.662 -0.795  C7 1.913, H27 1.447, H28 1.304
10 C 2.276 0.408 0.289  C7 1.450, N11 1.143
11 N 3.175 -0.253 0.042  C10 1.143
12 H -2.470 -0.820 1.484  C1 1.083
13 H -1.814 -2.144 0.696  C1 1.028
14 H -1.790 -2.091 2.395  C1 1.059
15 H -0.056 -0.308 2.301  C2 1.134
16 H 0.516 -1.565 1.347  C2 1.091
17 H -1.110 0.768 0.284  C3 1.014
18 H 0.628 0.254 -1.715  C4 1.120
19 H -0.425 -2.510 -1.172  C5 1.057
20 H 0.604 -2.050 -2.454  C5 1.113
21 H 1.217 -2.156 -0.901  C5 1.018
22 H -2.412 -0.453 -1.506  C6 1.075
23 H -1.406 -0.376 -3.035  C6 1.106
24 H -1.516 0.922 -2.017  C6 1.074
25 H 2.224 2.050 2.007  N8 1.061
26 H 0.656 2.433 2.151  N8 1.017
27 H 1.907 3.455 -0.285  P9 1.447
28 H 0.045 3.404 -0.043  P9 1.304